Formula: C5H7NO
Source: OMol25
Level of theory: ωB97M-V/def2-TZVPD

Net charge   0
Multiplicity   1
LUMO   0.7 eV
Relative energy (zero: lowest compared OMol25 entry of this formula, charge and spin)   3.243 eV
HOMO level   -8.37 eV

Structure (XYZ):
```
14
C5H7NO ωB97M-V/def2-TZVPD
C -0.55735 -0.83344 -0.20780
C -0.54829 1.28038 -0.86243
C -1.55928 0.29972 -0.46746
C 0.77719 -0.17732 -0.29633
C 1.35124 0.25257 1.03154
N -0.67775 -2.06758 -0.01898
O -0.55253 2.30218 -1.44991
H -2.30208 0.00975 -1.19642
H -1.91500 0.66765 0.53234
H 1.38678 -0.45726 -1.10461
H 0.52337 0.50448 1.75396
H 1.91861 1.15420 0.92108
H 1.98320 -0.44158 1.49315
H 0.17189 -2.49375 -0.12814
```